{"formula": "C59H48FGeN3OP3Sc", "method": "ωB97M-V/def2-TZVPD", "symbols": ["Sc", "F", "Ge", "C", "C", "C", "C", "C", "C", "P", "C", "C", "C", "C", "C", "C", "C", "C", "C", "C", "C", "C", "C", "C", "C", "C", "C", "C", "P", "C", "C", "C", "C", "C", "C", "C", "C", "C", "C", "C", "C", "C", "C", "C", "C", "C", "C", "P", "C", "C", "C", "C", "C", "C", "C", "C", "C", "C", "C", "C", "H", "H", "H", "H", "H", "H", "H", "H", "H", "H", "H", "H", "H", "H", "H", "H", "H", "H", "H", "H", "H", "H", "H", "H", "H", "H", "H", "H", "H", "H", "H", "H", "H", "H", "H", "H", "H", "H", "H", "H", "H", "H", "O", "N", "N", "C", "C", "C", "C", "C", "N", "H", "H", "H", "H", "H", "H"], "positions_angstrom": [[-0.51262, -1.54836, -0.52648], [2.58192, 3.21382, 1.95909], [1.23049, 2.16031, 1.63811], [1.44011, 0.57840, 2.78774], [2.62989, 0.70278, 3.54176], [2.82698, -0.02731, 4.71644], [1.87819, -0.91018, 5.15608], [0.75702, -1.16604, 4.37823], [0.50518, -0.38694, 3.21952], [-0.74415, -0.91330, 2.10806], [-2.35161, -0.28939, 2.62987], [-3.12843, 0.11332, 1.55568], [-4.48849, 0.28488, 1.68235], [-5.02897, -0.05450, 2.89121], [-4.27314, -0.52729, 3.95266], [-2.91190, -0.61960, 3.86913], [-0.83715, -2.72727, 2.20027], [-2.06602, -3.31986, 2.01459], [-2.24687, -4.68947, 1.99308], [-1.12762, -5.55982, 2.04582], [0.13571, -4.97686, 2.26642], [0.25704, -3.58293, 2.38341], [-0.46762, 3.12104, 1.85707], [-0.96355, 3.37080, 3.10365], [-2.19793, 3.98888, 3.21322], [-3.05019, 4.13746, 2.13127], [-2.54679, 3.85341, 0.85109], [-1.31321, 3.24277, 0.73736], [-0.57488, 3.01326, -0.89500], [-1.43125, 1.69433, -1.74213], [-2.92906, 1.83732, -1.86904], [-3.58433, 1.44996, -2.95668], [-2.92409, 1.09786, -4.16666], [-1.60044, 0.92480, -4.24589], [-0.74352, 1.05030, -3.00341], [-0.69525, 4.51427, -1.88186], [-0.67739, 5.78121, -1.28773], [-0.82598, 6.93622, -2.09600], [-0.93842, 6.82063, -3.48058], [-0.88818, 5.58960, -4.08426], [-0.83628, 4.40991, -3.31705], [1.25147, 2.66046, -0.51834], [1.82316, 4.05399, -0.39186], [2.92145, 4.39129, -1.09954], [3.70818, 3.38692, -1.67586], [3.40767, 2.04937, -1.54788], [2.17353, 1.65123, -0.99611], [1.96851, -0.22494, -0.61718], [2.27371, -1.20748, -2.15945], [3.45293, -1.95959, -2.25628], [3.60816, -2.84842, -3.28270], [2.61327, -3.11104, -4.22373], [1.37720, -2.47598, -4.09284], [1.24326, -1.48714, -3.09332], [3.41282, -0.61642, 0.41956], [3.25493, -1.75187, 1.20193], [4.37196, -2.25687, 1.90739], [5.61569, -1.68934, 1.79036], [5.77317, -0.53124, 1.04951], [4.64850, -0.02191, 0.41464], [3.41485, 1.39027, 3.29712], [3.78085, 0.10166, 5.23410], [1.95915, -1.44977, 6.11260], [0.09859, -1.94544, 4.71307], [-2.66043, 0.23561, 0.55252], [-5.17500, 0.41759, 0.79587], [-6.13029, 0.01341, 3.01325], [-4.75978, -0.81362, 4.89760], [-2.29943, -1.13471, 4.57489], [-2.97867, -2.72199, 1.98140], [-3.25676, -5.12733, 1.89937], [-1.25063, -6.60817, 2.09259], [0.95249, -5.62257, 2.29464], [1.25682, -3.16003, 2.59462], [-0.27282, 3.27635, 3.95992], [-2.60765, 4.14099, 4.17180], [-4.05315, 4.46571, 2.20425], [-3.07984, 4.17851, -0.06004], [-3.51287, 2.33081, -1.09439], [-4.68592, 1.49639, -3.03551], [-3.51832, 1.02876, -5.06407], [-1.07981, 0.86080, -5.20021], [0.30207, 1.30765, -3.23884], [-0.62968, 5.91575, -0.22258], [-0.83818, 7.94719, -1.69760], [-1.05045, 7.74154, -4.00791], [-0.95073, 5.54294, -5.15024], [-0.89070, 3.44869, -3.85169], [1.25086, 4.82278, 0.14511], [3.20714, 5.42258, -1.19718], [4.62977, 3.70687, -2.16732], [4.14313, 1.37149, -1.96399], [4.13626, -1.91001, -1.42212], [4.53944, -3.39197, -3.41509], [2.77320, -3.90401, -4.98988], [0.57796, -2.71421, -4.84212], [0.33233, -1.00866, -3.18846], [2.27741, -2.22198, 1.27908], [4.19813, -3.15268, 2.48639], [6.41176, -2.09498, 2.44928], [6.75082, -0.04150, 0.96258], [4.73578, 0.95512, -0.05982], [-1.79171, -0.74831, -1.73527], [-0.90145, 0.33936, -1.75134], [0.57957, -3.55519, -1.16244], [-0.63361, -4.24756, -1.36129], [-0.67612, -5.59391, -1.64309], [-1.90363, -6.23577, -1.73157], [-3.04081, -5.49737, -1.50462], [-2.94759, -4.14094, -1.22870], [-1.70880, -3.54130, -1.13585], [1.05852, -3.95401, -0.37647], [1.22977, -3.64162, -1.96622], [0.27660, -6.03899, -1.96776], [-1.95660, -7.29719, -1.92918], [-4.01318, -5.99387, -1.50365], [-3.85544, -3.54859, -1.00428]], "atomic_forces_ev_per_a": [[-0.276, -0.284, -0.716], [-0.144, -0.483, 0.087], [-0.834, 0.422, 0.555], [1.356, 0.423, 0.924], [-0.677, -0.178, 0.258], [0.849, 0.402, -0.392], [-0.540, -0.791, 0.824], [0.234, 1.370, -0.639], [1.207, -0.715, 0.443], [-1.060, 0.325, -0.609], [0.583, -0.650, -0.507], [0.601, 0.486, -1.359], [-0.944, -0.539, -1.367], [-2.098, 0.175, 0.665], [-0.580, 0.153, 1.657], [0.274, -0.179, -1.475], [0.535, -0.238, 0.411], [-1.767, -0.117, 0.082], [0.471, -1.584, -0.358], [-0.308, 2.519, 0.756], [-2.073, 1.061, -0.533], [1.268, -0.262, -0.434], [0.231, -1.723, -1.095], [1.130, 1.123, 0.808], [-1.044, -1.238, -0.063], [1.455, -0.310, -1.162], [-0.744, 0.376, -0.218], [1.440, 0.997, -0.334], [0.125, 0.332, 0.878], [-1.190, -0.223, -1.374], [0.547, 0.702, 0.795], [-1.221, -0.070, -0.344], [0.611, -0.717, -0.841], [0.609, 0.127, 1.149], [-0.184, 0.840, -0.986], [-0.457, -0.498, -1.700], [-0.440, 1.119, -0.918], [0.209, -0.919, 0.331], [0.299, 0.202, 1.361], [-0.294, -1.264, 0.485], [0.383, 0.533, 0.534], [0.661, 1.160, 1.093], [-1.601, -1.182, -0.521], [0.576, 0.003, 0.062], [0.355, 1.069, -0.115], [-0.941, -0.383, 0.009], [0.609, -1.013, -0.734], [0.024, 0.409, -0.699], [-0.473, 0.025, -0.421], [-0.819, 0.503, 0.854], [0.734, -0.985, -1.118], [-0.436, -0.737, -0.069], [0.464, 0.211, -0.484], [1.551, -1.105, -0.785], [-0.763, -0.478, 0.203], [0.829, -0.402, 0.445], [-2.020, -0.456, -0.754], [0.903, -0.161, 1.374], [0.050, 0.042, -0.085], [1.004, 1.785, -0.598], [0.121, 0.360, -0.398], [-0.438, -0.003, 0.036], [0.273, 0.293, -0.572], [-0.405, -0.155, -0.184], [-0.333, 0.019, 0.781], [1.021, 0.322, 1.104], [0.864, -0.139, -0.019], [0.096, 0.121, -0.611], [0.127, 0.067, 0.797], [0.270, 0.068, -0.127], [0.639, 0.418, 0.118], [-0.098, -0.957, -0.269], [1.484, -0.729, 0.401], [-0.715, -0.346, -0.016], [-0.775, -0.050, -0.222], [-0.216, 0.561, 1.102], [-0.715, 0.571, 0.374], [0.031, -0.417, 0.673], [0.430, -0.297, 0.156], [0.720, 0.191, 0.441], [-0.073, 0.028, -0.145], [-0.085, -0.197, 0.268], [-0.388, -0.121, 0.375], [0.063, -0.064, 0.349], [-0.026, -0.349, 0.378], [-0.026, 0.254, -0.673], [-0.069, -0.254, -0.476], [0.067, 0.531, 0.502], [0.207, -0.454, -0.322], [0.235, 0.249, 0.171], [-0.247, -0.265, -0.040], [-0.348, -0.390, 0.188], [0.513, 0.062, -0.372], [-0.019, 0.077, 0.308], [-0.083, 0.885, 0.593], [0.647, 0.486, 1.016], [-1.616, 1.229, 0.468], [0.246, -0.064, -0.007], [0.260, 0.000, 0.241], [-0.334, 0.294, -0.919], [-0.559, -0.112, 0.112], [0.301, -0.411, 0.005], [0.054, 0.658, 0.269], [0.374, -1.101, 0.059], [0.960, 0.971, -0.231], [-0.753, -1.624, 0.019], [0.766, -0.528, -1.250], [1.009, -0.095, 0.130], [-1.085, 0.473, 0.304], [0.861, 0.259, 0.358], [-1.817, 1.031, 0.399], [0.388, -0.378, 0.596], [-0.564, 0.204, 0.502], [-0.587, -0.293, 0.531], [-0.011, -0.008, -0.128], [0.229, 0.311, -0.122], [0.880, -0.202, -0.259]], "e_tot_ev": -176242.9677, "gap_ev": 6.503, "spin_multiplicity": 1, "charge": 4, "homo_ev": -18.1518}


{"formula": "C12H17N", "method": "ωB97M-V/def2-TZVPD", "symbols": ["C", "C", "C", "N", "C", "C", "C", "C", "C", "C", "H", "H", "H", "H", "H", "H", "H", "H", "H", "C", "C", "C", "H", "H", "H", "H", "H", "H", "H", "H"], "positions_angstrom": [[-2.08496, 0.19797, 2.10360], [-1.68881, 1.05889, 0.92223], [-1.18802, 2.31257, 0.94321], [-0.85155, 2.70394, -0.34074], [-1.09422, 1.68233, -1.18874], [-0.82050, 1.49816, -2.54442], [-1.54591, 0.55747, -3.24393], [-2.42360, -0.28718, -2.53305], [-2.32748, -0.38309, -1.16509], [-1.64569, 0.60113, -0.44307], [-3.04369, 0.55016, 2.49965], [-1.34452, 0.41127, 2.86590], [-2.24184, -0.81133, 1.75478], [-1.34091, 3.03281, 1.73552], [-0.33328, 3.55143, -0.51480], [-0.09092, 2.15357, -3.00274], [-1.34185, 0.36332, -4.28247], [-3.05306, -0.93515, -3.10880], [-3.03647, -1.06039, -0.70303], [1.56784, -1.47764, 0.82526], [3.02968, -1.31348, 0.38714], [4.05779, -1.86067, 1.44163], [1.05235, -2.26456, 0.27596], [1.09326, -0.52961, 0.54970], [1.45318, -1.55063, 1.90590], [3.25410, -1.80698, -0.55127], [3.27495, -0.25011, 0.33854], [4.34438, -1.11211, 2.17549], [3.52901, -2.64515, 1.99157], [4.84073, -2.38698, 0.90606]], "atomic_forces_ev_per_a": [[-0.741, 1.793, -0.661], [0.118, -1.458, 0.135], [-0.719, 0.339, 0.098], [0.560, 0.823, 0.631], [0.152, -1.693, -0.041], [-0.051, 0.825, -0.474], [0.477, -0.099, 0.814], [1.105, -0.179, -0.328], [-1.387, 0.038, -0.186], [-0.299, 1.584, -0.253], [-0.012, -0.133, 0.053], [0.107, -0.900, 0.295], [0.468, -0.437, 0.426], [0.625, 0.018, 0.009], [-0.143, -0.237, -0.280], [-0.138, 0.042, -0.364], [-0.189, 0.256, -0.294], [-0.249, -0.431, 0.019], [0.360, -0.176, 0.407], [0.144, 1.172, -0.732], [1.041, -0.013, 1.606], [-1.656, -0.880, -0.595], [0.005, -0.159, 0.341], [-0.457, -0.260, 0.013], [0.051, -0.353, -0.017], [-0.241, 0.181, -0.292], [-0.203, -0.036, -0.618], [0.439, 0.002, -0.223], [0.170, -0.056, 0.172], [0.665, 0.427, 0.339]], "e_tot_ev": -14209.0582, "smiles": "Cc1c[nH]c2ccccc12.CCC", "gap_ev": 8.744, "spin_multiplicity": 1, "de_lowest_ev": 1.279, "homo_ev": -7.8807}


{"formula": "C4H13N3", "method": "ωB97M-V/def2-TZVPD", "symbols": ["N", "C", "C", "N", "C", "C", "N", "H", "H", "H", "H", "H", "H", "H", "H", "H", "H", "H", "H", "H"], "positions_angstrom": [[-0.23793, 1.73909, -2.24926], [0.89907, 1.00762, -1.99878], [0.90587, -0.21665, -1.08613], [0.33637, 0.12388, 0.19709], [0.25244, -1.05831, 1.14704], [-0.71620, -0.71519, 2.36120], [-2.14283, -0.33077, 1.90243], [-0.03372, 2.39500, -2.90234], [-0.46839, 2.28403, -1.50061], [1.31225, 0.51054, -2.92204], [1.59626, 1.65161, -1.62966], [1.96957, -0.70620, -1.05840], [0.12768, -1.04109, -1.42788], [1.05152, 0.73228, 0.59970], [1.16761, -1.52785, 1.47155], [-0.42295, -1.79083, 0.53340], [-0.16916, 0.01536, 2.95741], [-0.85391, -1.63678, 2.93344], [-2.05948, -0.17041, 0.86162], [-2.51407, -1.26533, 1.81022]], "atomic_forces_ev_per_a": [[-2.904, -2.475, -0.513], [1.999, -4.198, -1.340], [-1.907, -2.375, -0.471], [1.625, -0.634, 2.162], [-4.129, 0.187, -1.530], [0.197, -0.219, -1.658], [2.219, -0.657, -1.329], [0.592, 2.102, -2.909], [-1.083, 1.277, 2.838], [-0.367, 1.070, 0.329], [2.912, 1.573, 1.103], [-1.689, 0.899, -0.077], [1.796, 1.427, -0.139], [-0.433, 0.350, 0.364], [0.523, -0.020, -0.067], [1.649, 0.677, 0.949], [-0.711, 0.359, 0.231], [0.350, 0.232, 0.217], [0.181, 0.738, 1.333], [-0.820, -0.311, 0.507]], "e_tot_ev": -8827.0880, "smiles": "NCCNCCN", "gap_ev": 10.354, "spin_multiplicity": 1, "de_lowest_ev": 2.325, "homo_ev": -9.3345}